--- A ---
Here is a 8-piece molecular cluster, C72H152N8O8 overall from the OMol25 dataset. Energies are from wB97M-V/def2-TZVPD.

Atoms and positions in Å:
1 C -0.022 -2.704 6.286
2 C -1.117 -1.673 5.887
3 C -1.743 -2.163 4.591
4 C -2.315 -1.481 6.900
5 C -1.856 -0.741 8.110
6 C -1.204 0.596 7.724
7 C -0.087 0.599 6.604
8 C -0.001 1.964 6.012
9 C 1.184 0.117 7.363
10 N -0.579 -0.267 5.501
11 O 0.242 -0.334 4.384
12 H -0.377 -3.715 6.017
13 H 0.815 -2.496 5.659
14 H 0.239 -2.615 7.327
15 H -2.342 -1.341 4.106
16 H -0.906 -2.376 3.902
17 H -2.321 -3.121 4.692
18 H -3.083 -0.859 6.412
19 H -2.768 -2.433 7.234
20 H -2.688 -0.558 8.791
21 H -1.148 -1.406 8.654
22 H -0.644 0.959 8.629
23 H -1.967 1.333 7.429
24 H -1.064 2.380 5.998
25 H 0.356 1.852 4.923
26 H 0.647 2.748 6.511
27 H 1.883 -0.302 6.610
28 H 0.909 -0.700 8.052
29 H 1.480 0.977 7.908
30 H 1.135 -0.629 4.541
31 C -1.906 0.984 -6.054
32 C -2.754 2.254 -5.846
33 C -4.169 1.761 -5.914
34 C -2.379 3.001 -4.544
35 C -1.069 3.922 -4.662
36 C -1.328 4.911 -5.816
37 C -1.519 4.099 -7.138
38 C -1.970 5.122 -8.179
39 C -0.287 3.441 -7.635
40 N -2.748 3.281 -6.906
41 O -3.117 2.777 -8.205
42 H -0.799 1.055 -6.209
43 H -1.950 0.314 -5.111
44 H -2.333 0.431 -6.905
45 H -4.364 0.967 -5.198
46 H -4.825 2.600 -5.820
47 H -4.444 1.304 -6.848
48 H -3.061 3.822 -4.335
49 H -2.387 2.302 -3.736
50 H -0.919 4.524 -3.768
51 H -0.206 3.226 -4.846
52 H -0.461 5.517 -6.002
53 H -2.210 5.561 -5.705
54 H -2.013 4.719 -9.182
55 H -1.327 6.039 -8.272
56 H -2.982 5.391 -8.008
57 H 0.425 4.256 -7.788
58 H -0.486 2.953 -8.579
59 H 0.215 2.641 -7.051
60 H -2.707 1.893 -8.334
61 C 1.749 -0.028 -5.986
62 C 3.122 0.570 -5.596
63 C 4.128 0.152 -6.692
64 C 2.889 2.056 -5.485
65 C 4.091 2.833 -4.890
66 C 4.487 2.268 -3.587
67 C 4.603 0.737 -3.549
68 C 5.874 0.257 -4.142
69 C 4.478 0.297 -2.083
70 N 3.451 0.032 -4.253
71 O 3.751 -1.392 -4.413
72 H 1.323 0.666 -6.748
73 H 1.759 -1.078 -6.360
74 H 1.120 0.036 -5.145
75 H 4.656 -0.809 -6.515
76 H 3.643 0.028 -7.689
77 H 4.922 0.915 -6.871
78 H 2.615 2.383 -6.533
79 H 2.017 2.204 -4.845
80 H 4.954 2.772 -5.609
81 H 3.923 3.909 -4.647
82 H 3.895 2.616 -2.805
83 H 5.483 2.690 -3.293
84 H 6.114 0.610 -5.159
85 H 5.749 -0.817 -4.214
86 H 6.721 0.457 -3.462
87 H 5.315 0.690 -1.479
88 H 4.452 -0.778 -2.032
89 H 3.500 0.605 -1.619
90 H 2.932 -1.827 -4.150
91 C 0.173 -4.479 2.335
92 C 0.228 -6.024 2.646
93 C 1.595 -6.360 3.290
94 C -0.876 -6.402 3.664
95 C -2.320 -6.389 3.046
96 C -2.334 -7.303 1.895
97 C -1.287 -7.032 0.767
98 C -1.263 -8.364 -0.052
99 C -1.696 -5.884 -0.175
100 N 0.044 -6.954 1.453
101 O 1.015 -6.495 0.403
102 H 0.448 -3.872 3.235
103 H 0.835 -4.368 1.497
104 H -0.769 -4.087 2.095
105 H 2.414 -6.237 2.583
106 H 1.765 -5.829 4.219
107 H 1.615 -7.448 3.520
108 H -0.585 -7.295 4.275
109 H -0.748 -5.583 4.376
110 H -3.020 -6.813 3.711
111 H -2.590 -5.341 2.789
112 H -3.325 -7.516 1.557
113 H -2.022 -8.320 2.218
114 H -0.481 -8.290 -0.791
115 H -2.188 -8.643 -0.555
116 H -1.022 -9.187 0.635
117 H -1.757 -4.913 0.387
118 H -2.726 -6.112 -0.507
119 H -0.922 -5.807 -0.962
120 H 1.547 -7.313 0.288
121 C -7.855 -3.903 1.043
122 C -7.062 -2.778 1.824
123 C -8.014 -1.822 2.638
124 C -6.140 -3.483 2.809
125 C -5.081 -4.295 2.175
126 C -4.243 -3.373 1.332
127 C -5.113 -2.546 0.273
128 C -4.232 -1.500 -0.371
129 C -5.529 -3.482 -0.855
130 N -6.199 -1.939 1.030
131 O -7.113 -1.259 0.152
132 H -8.830 -4.123 1.531
133 H -8.109 -3.540 0.004
134 H -7.411 -4.881 1.101
135 H -8.836 -1.601 1.933
136 H -8.382 -2.388 3.498
137 H -7.545 -0.924 2.917
138 H -5.653 -2.703 3.433
139 H -6.848 -3.990 3.406
140 H -4.456 -4.928 2.809
141 H -5.430 -5.040 1.455
142 H -3.455 -3.921 0.813
143 H -3.703 -2.746 2.013
144 H -3.279 -1.916 -0.769
145 H -3.912 -0.689 0.305
146 H -4.653 -1.035 -1.304
147 H -6.095 -4.330 -0.443
148 H -4.630 -3.862 -1.340
149 H -6.075 -2.957 -1.656
150 H -6.773 -0.360 0.109
151 C -1.518 0.162 -1.675
152 C -0.108 0.683 -1.297
153 C 0.197 1.875 -2.278
154 C -0.080 1.330 0.087
155 C -0.182 0.215 1.136
156 C 0.936 -0.821 0.865
157 C 0.920 -1.466 -0.506
158 C 2.207 -2.259 -0.596
159 C -0.231 -2.484 -0.918
160 N 0.993 -0.305 -1.401
161 O 1.157 -0.729 -2.742
162 H -1.540 -0.686 -2.325
163 H -2.048 -0.149 -0.817
164 H -2.114 0.961 -2.115
165 H -0.435 2.636 -1.889
166 H 1.227 2.163 -2.411
167 H -0.215 1.681 -3.290
168 H 0.897 1.822 0.218
169 H -0.902 2.052 0.132
170 H -0.019 0.678 2.076
171 H -1.180 -0.151 1.126
172 H 1.041 -1.508 1.720
173 H 1.801 -0.193 0.926
174 H 2.228 -2.979 0.224
175 H 3.023 -1.470 -0.661
176 H 2.116 -2.815 -1.539
177 H -0.320 -2.528 -2.011
178 H -1.166 -2.228 -0.445
179 H 0.043 -3.545 -0.660
180 H 2.030 -0.290 -2.918
181 C 5.892 -1.324 2.641
182 C 5.316 -1.178 4.106
183 C 4.889 -2.570 4.518
184 C 6.398 -0.571 5.040
185 C 6.707 0.833 4.705
186 C 5.367 1.600 4.728
187 C 4.229 1.043 3.847
188 C 2.917 1.701 4.229
189 C 4.597 1.516 2.385
190 N 4.172 -0.314 4.181
191 O 3.138 -0.943 3.399
192 H 6.078 -0.384 2.219
193 H 6.884 -1.750 2.642
194 H 5.223 -1.787 1.969
195 H 4.161 -2.385 5.372
196 H 4.391 -3.137 3.682
197 H 5.759 -3.092 4.911
198 H 6.078 -0.648 6.099
199 H 7.265 -1.212 4.967
200 H 7.356 1.339 5.416
201 H 7.188 0.924 3.692
202 H 5.501 2.676 4.459
203 H 5.017 1.493 5.775
204 H 2.693 1.328 5.211
205 H 2.056 1.375 3.662
206 H 3.026 2.743 4.217
207 H 4.197 0.935 1.536
208 H 5.698 1.426 2.344
209 H 4.293 2.539 2.310
210 H 3.143 -0.584 2.486
211 C -1.004 7.328 0.467
212 C -1.096 6.432 -0.780
213 C -2.265 5.484 -0.659
214 C -1.295 7.281 -2.016
215 C -0.074 7.886 -2.579
216 C 0.894 6.681 -2.891
217 C 1.311 5.891 -1.704
218 C 2.018 4.638 -2.273
219 C 2.351 6.585 -0.778
220 N 0.044 5.476 -1.050
221 O 0.396 4.796 0.203
222 H -0.086 7.929 0.513
223 H -1.821 8.013 0.443
224 H -1.014 6.692 1.365
225 H -2.501 4.921 -1.610
226 H -2.017 4.648 0.067
227 H -3.199 5.957 -0.407
228 H -1.737 6.588 -2.738
229 H -2.069 8.037 -1.889
230 H -0.338 8.452 -3.500
231 H 0.453 8.543 -1.907
232 H 1.736 7.024 -3.360
233 H 0.336 6.001 -3.514
234 H 2.385 4.027 -1.441
235 H 2.932 4.945 -2.830
236 H 1.342 4.065 -2.960
237 H 2.779 5.774 -0.218
238 H 1.897 7.251 -0.042
239 H 3.114 7.111 -1.426
240 H 0.761 5.542 0.726

Summary:
SMILES: CC1(C)CCCC(C)(C)N1O.CC1(C)CCCC(C)(C)N1O.CC1(C)CCCC(C)(C)N1O.CC1(C)CCCC(C)(C)N1O.CC1(C)CCCC(C)(C)N1O.CC1(C)CCCC(C)(C)N1O.CC1(C)CCCC(C)(C)N1O.CC1(C)CCCC(C)(C)N1O
Frontier orbital gap, eV: 8.65
E_HOMO, Eh: -0.3025
Lowest unoccupied orbital energy, eV: 0.42

--- B ---
Here is a 8-piece molecular cluster, C72H152N8O8 overall from the OMol25 dataset. Energies are from wB97M-V/def2-TZVPD.

Atoms and positions in Å:
1 C -1.854 3.651 -1.717
2 C -3.138 3.178 -2.281
3 C -3.889 2.446 -1.144
4 C -3.984 4.422 -2.658
5 C -3.468 5.255 -3.885
6 C -3.213 4.236 -5.015
7 C -2.412 2.949 -4.752
8 C -2.721 1.995 -5.844
9 C -0.883 3.187 -4.695
10 N -2.927 2.340 -3.483
11 O -2.375 1.048 -3.189
12 H -1.977 4.400 -0.935
13 H -1.257 2.863 -1.259
14 H -1.164 4.135 -2.409
15 H -4.951 2.372 -1.379
16 H -3.566 1.450 -0.842
17 H -3.822 2.980 -0.196
18 H -5.017 4.094 -2.773
19 H -4.159 5.076 -1.804
20 H -4.116 6.080 -4.181
21 H -2.549 5.814 -3.706
22 H -2.674 4.821 -5.760
23 H -4.141 3.945 -5.506
24 H -2.222 1.027 -5.801
25 H -2.283 2.374 -6.767
26 H -3.795 1.869 -5.986
27 H -0.351 2.463 -4.078
28 H -0.468 4.157 -4.419
29 H -0.543 3.104 -5.728
30 H -3.175 0.544 -3.351
31 C 1.555 -7.935 1.100
32 C 0.115 -7.308 0.855
33 C 0.059 -6.571 -0.516
34 C -0.940 -8.511 0.899
35 C -2.423 -7.905 1.083
36 C -2.531 -6.987 2.310
37 C -1.470 -5.876 2.427
38 C -1.985 -4.646 1.608
39 C -1.451 -5.457 3.871
40 N -0.143 -6.408 2.045
41 O 0.755 -5.409 2.207
42 H 1.739 -8.863 0.559
43 H 2.443 -7.417 0.736
44 H 1.872 -8.105 2.128
45 H -0.793 -5.892 -0.486
46 H 0.964 -6.029 -0.788
47 H -0.016 -7.376 -1.248
48 H -0.960 -9.027 -0.061
49 H -0.747 -9.204 1.717
50 H -2.678 -7.323 0.197
51 H -3.142 -8.724 1.100
52 H -2.625 -7.688 3.140
53 H -3.508 -6.505 2.289
54 H -2.612 -3.995 2.216
55 H -2.336 -5.012 0.643
56 H -1.177 -3.931 1.453
57 H -2.464 -5.212 4.188
58 H -0.956 -4.488 3.935
59 H -1.137 -6.211 4.593
60 H 1.054 -5.639 3.089
61 C -0.306 -0.567 2.328
62 C 1.067 -0.005 2.156
63 C 1.509 1.025 3.296
64 C 2.047 -1.252 2.275
65 C 2.209 -2.146 1.002
66 C 2.308 -1.257 -0.239
67 C 1.316 -0.050 -0.409
68 C 1.911 0.847 -1.475
69 C -0.032 -0.478 -0.917
70 N 1.282 0.679 0.858
71 O 0.492 1.804 0.790
72 H -1.082 0.184 2.178
73 H -0.468 -1.540 1.865
74 H -0.696 -0.819 3.314
75 H 1.933 0.655 4.230
76 H 2.293 1.698 2.949
77 H 0.657 1.690 3.442
78 H 2.962 -0.753 2.592
79 H 1.788 -1.855 3.145
80 H 3.183 -2.635 1.043
81 H 1.414 -2.875 0.846
82 H 2.122 -1.973 -1.040
83 H 3.353 -0.950 -0.287
84 H 1.274 1.697 -1.715
85 H 2.064 0.318 -2.416
86 H 2.904 1.238 -1.254
87 H -0.534 -1.140 -0.212
88 H -0.153 -0.916 -1.908
89 H -0.677 0.389 -1.063
90 H 1.130 2.487 1.010
91 C 4.518 6.025 1.466
92 C 3.072 5.371 1.459
93 C 3.103 4.323 2.641
94 C 2.029 6.461 1.840
95 C 1.539 7.318 0.667
96 C 1.122 6.357 -0.383
97 C 2.232 5.368 -0.878
98 C 1.492 4.380 -1.781
99 C 3.273 6.140 -1.685
100 N 2.743 4.558 0.271
101 O 3.666 3.568 -0.076
102 H 4.451 6.995 0.974
103 H 4.955 6.072 2.464
104 H 5.250 5.379 0.982
105 H 3.965 3.656 2.631
106 H 3.265 4.809 3.603
107 H 2.166 3.766 2.636
108 H 1.160 6.007 2.315
109 H 2.444 7.129 2.595
110 H 0.748 8.027 0.910
111 H 2.363 7.885 0.234
112 H 0.610 6.897 -1.179
113 H 0.272 5.816 0.033
114 H 0.952 5.007 -2.491
115 H 0.794 3.816 -1.161
116 H 2.210 3.676 -2.201
117 H 2.914 6.888 -2.392
118 H 4.030 5.631 -2.282
119 H 3.884 6.707 -0.984
120 H 3.097 2.833 -0.314
121 C 1.707 0.494 -5.214
122 C 2.282 0.140 -6.612
123 C 3.719 0.748 -6.837
124 C 2.447 -1.441 -6.638
125 C 2.594 -2.067 -8.063
126 C 1.429 -1.630 -8.965
127 C 1.193 -0.079 -8.984
128 C 2.172 0.556 -9.967
129 C -0.234 0.071 -9.544
130 N 1.303 0.553 -7.655
131 O 1.055 1.848 -7.716
132 H 2.492 0.360 -4.469
133 H 1.408 1.529 -5.054
134 H 0.784 -0.056 -5.027
135 H 3.636 1.831 -6.747
136 H 4.473 0.235 -6.239
137 H 4.051 0.653 -7.871
138 H 3.402 -1.695 -6.178
139 H 1.649 -1.971 -6.117
140 H 3.533 -1.884 -8.586
141 H 2.548 -3.141 -7.880
142 H 0.542 -2.176 -8.645
143 H 1.781 -1.983 -9.934
144 H 1.961 0.344 -11.016
145 H 3.204 0.283 -9.747
146 H 2.111 1.638 -9.858
147 H -0.469 -0.628 -10.347
148 H -0.413 1.062 -9.962
149 H -1.006 -0.024 -8.781
150 H 0.292 1.893 -7.134
151 C -2.487 4.028 10.374
152 C -1.996 3.041 9.284
153 C -1.554 1.677 9.985
154 C -3.189 2.845 8.258
155 C -2.818 2.172 6.902
156 C -1.603 2.973 6.331
157 C -0.403 3.297 7.230
158 C 0.357 1.929 7.509
159 C 0.534 4.325 6.599
160 N -0.909 3.818 8.565
161 O 0.128 4.195 9.425
162 H -2.830 4.955 9.915
163 H -3.332 3.601 10.914
164 H -1.708 4.452 11.008
165 H -1.605 0.839 9.289
166 H -0.593 1.773 10.489
167 H -2.148 1.315 10.824
168 H -4.024 2.291 8.688
169 H -3.697 3.779 8.017
170 H -2.612 1.103 6.965
171 H -3.669 2.078 6.227
172 H -1.976 3.917 5.934
173 H -1.313 2.400 5.450
174 H 1.037 1.740 6.678
175 H -0.205 0.999 7.591
176 H 0.980 2.007 8.401
177 H 0.851 3.913 5.640
178 H 1.343 4.646 7.256
179 H 0.139 5.281 6.258
180 H -0.076 5.095 9.689
181 C -5.264 -2.754 3.581
182 C -5.395 -1.231 3.633
183 C -5.090 -0.907 5.177
184 C -4.139 -0.734 2.851
185 C -4.120 0.762 2.643
186 C -5.454 1.199 2.041
187 C -6.742 0.861 2.874
188 C -6.870 1.683 4.220
189 C -8.012 1.107 2.038
190 N -6.668 -0.619 3.138
191 O -7.765 -1.148 3.824
192 H -4.310 -3.153 3.927
193 H -6.003 -3.233 4.223
194 H -5.326 -2.938 2.508
195 H -4.562 -1.656 5.768
196 H -4.725 0.116 5.274
197 H -6.027 -0.729 5.703
198 H -3.215 -0.980 3.375
199 H -4.046 -1.256 1.899
200 H -4.125 1.269 3.608
201 H -3.238 1.054 2.074
202 H -5.591 0.955 0.988
203 H -5.350 2.284 2.034
204 H -7.644 1.213 4.826
205 H -7.282 2.688 4.132
206 H -5.958 1.545 4.801
207 H -8.963 0.853 2.505
208 H -7.924 0.619 1.067
209 H -8.099 2.189 1.938
210 H -8.241 -1.566 3.103
211 C 7.051 -5.175 -4.036
212 C 5.851 -5.746 -3.146
213 C 5.803 -7.317 -3.276
214 C 6.096 -5.655 -1.602
215 C 5.692 -4.311 -1.058
216 C 4.319 -3.953 -1.485
217 C 4.099 -3.805 -3.043
218 C 2.585 -3.629 -3.206
219 C 4.877 -2.614 -3.602
220 N 4.484 -5.211 -3.534
221 O 4.300 -5.247 -4.875
222 H 6.768 -5.282 -5.083
223 H 7.452 -4.165 -3.957
224 H 7.981 -5.714 -3.858
225 H 6.630 -7.787 -2.744
226 H 4.886 -7.810 -2.952
227 H 5.862 -7.544 -4.341
228 H 5.537 -6.423 -1.067
229 H 7.166 -5.771 -1.425
230 H 5.746 -4.202 0.025
231 H 6.416 -3.533 -1.302
232 H 4.245 -2.932 -1.113
233 H 3.614 -4.652 -1.035
234 H 2.187 -3.901 -4.183
235 H 2.304 -2.581 -3.105
236 H 1.962 -4.342 -2.665
237 H 5.241 -2.838 -4.604
238 H 5.718 -2.446 -2.929
239 H 4.209 -1.753 -3.588
240 H 3.848 -6.092 -4.934

Summary:
SMILES: CC1(C)CCCC(C)(C)N1O.CC1(C)CCCC(C)(C)N1O.CC1(C)CCCC(C)(C)N1O.CC1(C)CCCC(C)(C)N1O.CC1(C)CCCC(C)(C)N1O.CC1(C)CCCC(C)(C)N1O.CC1(C)CCCC(C)(C)N1O.CC1(C)CCCC(C)(C)N1O
Frontier orbital gap, eV: 8.30
E_HOMO, Eh: -0.2864
Lowest unoccupied orbital energy, eV: 0.50

--- C ---
Here is C72H152N8O8 as an isolated structure from the OMol25 dataset. Energies are from wB97M-V/def2-TZVPD.

Atoms and positions in Å:
1 C -3.437 -3.366 3.111
2 C -3.540 -4.350 1.937
3 C -3.844 -3.659 0.596
4 C -2.686 -2.894 0.057
5 C -1.526 -3.860 -0.263
6 C -1.119 -4.667 0.963
7 N -2.336 -5.229 1.633
8 O -2.109 -6.107 2.581
9 C -0.350 -5.804 0.286
10 C -0.290 -3.747 1.942
11 C -4.684 -5.313 2.238
12 H -2.700 -2.604 2.857
13 H -3.212 -4.002 3.968
14 H -4.226 -2.661 3.373
15 H -4.144 -4.356 -0.186
16 H -4.777 -3.111 0.733
17 H -2.456 -2.029 0.679
18 H -3.014 -2.463 -0.889
19 H -0.675 -3.305 -0.657
20 H -1.933 -4.447 -1.086
21 H 0.573 -5.394 -0.125
22 H -0.139 -6.483 1.113
23 H -0.845 -6.509 -0.382
24 H -0.092 -4.143 2.938
25 H 0.685 -3.529 1.505
26 H -0.771 -2.795 2.167
27 H -4.468 -5.729 3.222
28 H -4.768 -6.203 1.614
29 H -5.651 -4.813 2.288
30 H -2.111 -6.967 2.156
31 C -8.222 0.028 -1.362
32 C -7.121 -0.548 -0.361
33 C -6.329 -1.525 -1.226
34 C -4.919 -1.881 -0.770
35 C -4.129 -0.615 -0.430
36 C -4.869 0.412 0.561
37 N -6.232 0.598 0.028
38 O -6.958 1.720 0.581
39 C -4.860 -0.249 1.983
40 C -4.136 1.716 0.463
41 C -7.819 -1.288 0.803
42 H -8.946 0.517 -0.710
43 H -8.563 -0.815 -1.962
44 H -7.718 0.835 -1.895
45 H -6.909 -2.446 -1.163
46 H -6.323 -1.161 -2.253
47 H -4.393 -2.403 -1.569
48 H -4.977 -2.559 0.081
49 H -3.954 -0.174 -1.411
50 H -3.228 -1.042 0.011
51 H -4.046 0.159 2.583
52 H -5.733 0.129 2.516
53 H -4.809 -1.337 2.018
54 H -3.890 1.938 -0.576
55 H -4.718 2.569 0.812
56 H -3.214 1.706 1.043
57 H -8.432 -2.070 0.356
58 H -8.406 -0.506 1.283
59 H -7.210 -1.637 1.637
60 H -6.709 2.352 -0.098
61 C -2.659 -2.088 5.836
62 C -1.361 -1.399 6.515
63 C -0.092 -2.312 6.590
64 C 0.611 -2.577 5.271
65 C 0.973 -1.267 4.585
66 C -0.172 -0.249 4.446
67 N -0.944 -0.220 5.668
68 O -1.853 0.776 5.605
69 C 0.549 1.103 4.085
70 C -1.008 -0.637 3.214
71 C -1.715 -0.993 7.918
72 H -3.426 -1.355 5.588
73 H -3.163 -2.841 6.441
74 H -2.297 -2.564 4.925
75 H 0.534 -2.132 7.463
76 H -0.564 -3.245 6.898
77 H -0.079 -3.124 4.628
78 H 1.547 -3.085 5.504
79 H 1.429 -1.484 3.619
80 H 1.747 -0.874 5.244
81 H -0.189 1.779 3.654
82 H 1.166 1.534 4.873
83 H 1.250 0.978 3.260
84 H -1.486 -1.588 3.449
85 H -1.866 -0.020 2.944
86 H -0.443 -0.729 2.286
87 H -2.566 -0.312 7.944
88 H -0.914 -0.452 8.422
89 H -1.935 -1.842 8.564
90 H -1.413 1.484 6.080
91 C 0.312 1.316 -3.811
92 C 1.172 0.802 -5.028
93 C 2.116 2.036 -5.331
94 C 3.350 2.286 -4.456
95 C 4.170 0.980 -4.268
96 C 3.270 -0.306 -3.852
97 N 2.051 -0.397 -4.762
98 O 1.279 -1.564 -4.498
99 C 4.221 -1.507 -4.040
100 C 2.976 -0.093 -2.267
101 C 0.284 0.636 -6.277
102 H -0.250 0.451 -3.458
103 H -0.389 2.131 -3.993
104 H 0.979 1.773 -3.079
105 H 2.483 1.826 -6.336
106 H 1.491 2.929 -5.358
107 H 2.920 2.695 -3.542
108 H 4.102 3.004 -4.782
109 H 4.807 1.214 -3.416
110 H 4.701 0.859 -5.212
111 H 3.711 -2.460 -3.897
112 H 4.484 -1.547 -5.097
113 H 5.002 -1.432 -3.284
114 H 2.273 -0.858 -1.937
115 H 3.900 -0.168 -1.694
116 H 2.625 0.930 -2.127
117 H -0.711 1.053 -6.124
118 H -0.004 -0.409 -6.395
119 H 0.647 0.989 -7.242
120 H 1.897 -2.234 -4.796
121 C -0.036 -2.701 -2.705
122 C 0.627 -4.128 -2.743
123 C -0.494 -5.051 -3.168
124 C -0.780 -4.984 -4.642
125 C 0.440 -5.136 -5.535
126 C 1.606 -4.230 -5.156
127 N 1.792 -4.206 -3.647
128 O 2.828 -3.360 -3.353
129 C 2.942 -4.886 -5.664
130 C 1.427 -2.903 -5.818
131 C 1.174 -4.553 -1.446
132 H -0.862 -2.742 -1.995
133 H -0.396 -2.434 -3.698
134 H 0.719 -2.008 -2.334
135 H -0.176 -6.080 -3.003
136 H -1.454 -4.767 -2.737
137 H -1.322 -4.057 -4.831
138 H -1.458 -5.796 -4.903
139 H 0.133 -5.028 -6.575
140 H 0.713 -6.170 -5.322
141 H 2.729 -5.326 -6.638
142 H 3.683 -4.101 -5.816
143 H 3.327 -5.735 -5.100
144 H 0.634 -2.291 -5.387
145 H 2.271 -2.255 -5.582
146 H 1.482 -2.914 -6.907
147 H 1.550 -3.647 -0.972
148 H 2.028 -5.221 -1.564
149 H 0.324 -4.978 -0.912
150 H 3.578 -3.932 -3.173
151 C 6.734 1.690 -1.885
152 C 5.531 2.374 -1.105
153 C 6.105 2.779 0.235
154 C 5.154 3.702 1.075
155 C 4.735 4.913 0.258
156 C 4.136 4.555 -1.105
157 N 5.034 3.628 -1.823
158 O 4.744 3.219 -3.124
159 C 2.674 4.110 -0.921
160 C 4.245 5.897 -1.957
161 C 4.430 1.299 -0.887
162 H 7.425 2.472 -2.199
163 H 6.413 1.139 -2.769
164 H 7.259 0.973 -1.254
165 H 6.203 1.840 0.779
166 H 7.109 3.175 0.088
167 H 5.536 4.039 2.038
168 H 4.343 3.070 1.437
169 H 5.521 5.662 0.349
170 H 3.994 5.407 0.888
171 H 1.964 4.931 -0.816
172 H 2.208 3.686 -1.810
173 H 2.424 3.471 -0.074
174 H 3.676 5.827 -2.884
175 H 3.926 6.734 -1.335
176 H 5.277 6.202 -2.129
177 H 3.945 1.028 -1.825
178 H 3.692 1.553 -0.126
179 H 4.813 0.387 -0.429
180 H 5.449 3.560 -3.679
181 C -0.963 6.948 3.972
182 C -0.295 5.744 3.294
183 C -1.163 5.219 2.156
184 C -0.450 4.313 1.202
185 C 0.703 5.069 0.553
186 C 1.785 5.512 1.686
187 N 1.099 6.192 2.875
188 O 1.895 6.868 3.847
189 C 2.602 4.322 2.150
190 C 2.711 6.540 0.895
191 C -0.061 4.579 4.128
192 H -0.385 7.494 4.718
193 H -1.920 6.775 4.465
194 H -1.208 7.659 3.183
195 H -2.034 4.653 2.484
196 H -1.509 6.134 1.674
197 H -1.232 4.054 0.487
198 H -0.199 3.337 1.618
199 H 0.391 5.937 -0.028
200 H 1.109 4.407 -0.213
201 H 2.788 4.417 3.219
202 H 2.277 3.307 1.918
203 H 3.558 4.395 1.632
204 H 3.266 6.032 0.106
205 H 2.083 7.338 0.500
206 H 3.347 6.895 1.706
207 H -0.917 4.143 4.643
208 H 0.570 4.939 4.940
209 H 0.571 3.815 3.676
210 H 1.687 7.768 3.587
211 C 0.477 -1.695 1.180
212 C -0.159 -0.892 -0.035
213 C -1.550 -0.318 0.327
214 C -1.507 0.864 1.254
215 C -0.688 1.954 0.588
216 C 0.753 1.498 0.102
217 N 0.685 0.183 -0.560
218 O 1.891 -0.330 -0.988
219 C 1.080 2.595 -1.027
220 C 1.776 1.507 1.194
221 C -0.445 -1.866 -1.215
222 H 0.783 -1.026 1.984
223 H 1.365 -2.172 0.764
224 H -0.146 -2.436 1.680
225 H -2.128 -0.106 -0.573
226 H -2.010 -1.132 0.887
227 H -0.966 0.694 2.186
228 H -2.482 1.228 1.577
229 H -0.564 2.787 1.280
230 H -1.216 2.472 -0.212
231 H 0.897 3.555 -0.545
232 H 2.102 2.641 -1.403
233 H 0.419 2.438 -1.879
234 H 2.770 1.293 0.801
235 H 1.834 2.429 1.773
236 H 1.599 0.701 1.907
237 H -1.295 -2.499 -0.963
238 H 0.456 -2.479 -1.236
239 H -0.588 -1.389 -2.185
240 H 1.909 -0.091 -1.917

Summary:
Frontier orbital gap, eV: 6.91
E_HOMO, Eh: -0.2358
Lowest unoccupied orbital energy, eV: 0.49

The most stable structure shown above is A; the least stable is C.